# 1
{"formula": "C8H11N3", "method": "ωB97M-V/def2-TZVPD", "species": ["N", "N", "N", "C", "C", "C", "C", "C", "C", "C", "C", "H", "H", "H", "H", "H", "H", "H", "H", "H", "H", "H"], "xyz": [[-0.379, -1.387, -0.820], [-1.915, 0.470, -1.139], [1.180, 0.419, 1.148], [-0.905, -0.085, -0.304], [0.617, 1.887, -0.676], [0.389, 0.841, 0.057], [-2.938, 0.704, -0.428], [2.338, -0.108, 1.002], [-1.611, -0.286, 1.014], [2.801, -0.950, -0.213], [-2.752, 0.310, 0.932], [-0.055, 2.152, -1.545], [-3.895, 0.967, -0.989], [-1.008, -0.652, 1.903], [1.804, -1.087, -0.745], [3.463, -1.777, 0.205], [-0.680, -2.160, -0.163], [3.562, -0.454, -0.809], [2.836, -0.210, 1.982], [-3.406, 0.490, 1.753], [1.455, 2.536, -0.387], [-0.898, -1.622, -1.779]], "forces_ev_per_a": [[-2.194, -1.415, -1.857], [0.819, 0.564, -1.752], [0.482, 0.874, -0.323], [1.888, -1.065, 1.909], [0.142, 2.241, -1.522], [-2.026, -2.902, -0.516], [-1.739, 0.160, -2.207], [-1.010, -1.142, 0.380], [3.972, -0.865, 1.571], [0.042, 0.886, 1.229], [-2.360, 0.563, 1.624], [0.911, -0.257, 1.302], [1.253, 0.090, 1.239], [-1.237, 0.432, -1.105], [1.775, -0.816, 0.184], [-1.702, 0.290, -0.553], [0.409, 1.191, -1.062], [-0.286, 0.577, -0.404], [0.324, -0.059, -0.623], [-0.622, 0.011, 0.274], [-0.332, -0.174, -0.489], [1.492, 0.816, 2.700]], "nbo_charge": [-0.84, -0.42, -0.47, 0.15, -0.46, 0.16, 0.09, 0.19, -0.14, -0.74, -0.31, 0.23, 0.20, 0.24, 0.29, 0.23, 0.37, 0.23, 0.17, 0.22, 0.20, 0.39], "homo_ev": -8.6, "de_lowest_ev": 2.9394, "smiles": "C=C(/N=C\\C)[C@@]1(N)C=CC=N1", "multiplicity": 1, "e_tot_ev": -12941.1350, "gap_ev": 9.079}

=====

# 2
{"formula": "C6H7NO", "method": "ωB97M-V/def2-TZVPD", "species": ["O", "N", "C", "C", "C", "C", "C", "C", "H", "H", "H", "H", "H", "H", "H"], "xyz": [[-2.548, -0.834, 0.191], [-1.213, 1.188, -0.336], [1.515, -1.202, 0.027], [1.424, 1.005, 0.108], [0.025, -0.536, -0.280], [0.045, 0.749, 0.531], [-1.490, -0.338, -0.177], [2.251, -0.049, -0.018], [-1.934, 1.976, -0.296], [3.329, 0.019, -0.544], [0.303, -0.297, -1.330], [1.539, 1.967, -0.304], [1.702, -1.569, 1.038], [1.539, -2.211, -0.563], [-0.224, 0.684, 1.680]], "forces_ev_per_a": [[2.979, 0.619, -1.231], [0.516, -2.098, 0.731], [-4.630, -7.046, 1.372], [1.659, 2.057, 0.248], [0.472, -1.622, 0.266], [-1.526, 0.398, -0.192], [-3.420, 1.326, 0.546], [4.002, 4.735, -3.526], [1.425, -1.780, 0.919], [-2.611, 0.011, 1.536], [-0.876, 0.269, 0.734], [1.251, 1.365, 0.114], [-0.970, -0.534, 0.499], [0.979, 2.359, 0.318], [0.751, -0.058, -2.335]], "nbo_charge": [-0.54, -0.72, -0.46, -0.19, -0.29, -0.10, 0.71, -0.21, 0.41, 0.23, 0.24, 0.22, 0.23, 0.25, 0.22], "homo_ev": -9.1, "de_lowest_ev": 5.4135, "multiplicity": 1, "e_tot_ev": -9867.2443, "gap_ev": 10.054}

=====

# 3
{"formula": "C4H11NO2", "method": "ωB97M-V/def2-TZVPD", "species": ["O", "O", "N", "C", "C", "C", "C", "H", "H", "H", "H", "H", "H", "H", "H", "H", "H", "H"], "xyz": [[-0.516, -2.777, -1.209], [0.240, 2.788, 1.071], [0.472, 0.838, -1.096], [0.352, 0.431, 0.297], [-0.349, 1.539, 1.155], [0.411, -2.019, -0.460], [-0.322, -0.937, 0.391], [0.332, 3.160, 0.170], [-1.375, -0.921, 0.085], [-0.426, -1.051, 1.475], [0.953, -2.715, 0.172], [-0.326, 0.628, -1.704], [-1.414, 1.509, 0.910], [1.045, -1.480, -1.168], [-0.253, 1.205, 2.186], [-1.226, -2.242, -1.578], [0.997, 1.687, -1.301], [1.405, 0.359, 0.603]], "forces_ev_per_a": [[0.251, -0.388, 0.434], [0.474, 0.112, -0.458], [-1.252, 0.398, 1.556], [1.015, -1.053, -2.364], [-0.377, 0.542, 0.132], [-1.386, 0.309, 0.024], [-0.242, 0.843, 0.628], [-0.558, -0.279, 0.796], [0.096, 0.352, -0.307], [0.351, -0.921, -0.093], [0.268, 0.007, -0.206], [0.494, 0.019, -0.151], [-0.011, 0.178, -0.289], [0.574, -0.028, 0.079], [0.150, -0.011, 0.047], [0.126, 0.083, -0.014], [0.156, -0.383, -0.310], [-0.128, 0.221, 0.496]], "nbo_charge": [-0.67, -0.64, -0.37, -0.11, -0.03, -0.05, -0.46, 0.48, 0.23, 0.25, 0.22, 0.41, 0.20, 0.16, 0.23, 0.47, 0.41, 0.26], "homo_ev": [-14.7, -14.5], "charge": 1, "de_lowest_ev": 1.4463, "multiplicity": 2, "e_tot_ev": -9901.5495, "gap_ev": [10.951, 5.651], "s_squared": 0.7556}